A) This record from the OMol25 dataset describes a structure of composition C19H28N2O4. The level of theory is ωB97M-V/def2-TZVPD.

Cartesian coordinates (Å):
1 C 1.83923 2.43861 -1.76710
2 O 1.81651 1.44722 -0.85614
3 C 2.97799 0.95988 -0.41119
4 C 4.14852 1.18407 -0.81569
5 C 5.22601 0.39166 -0.40907
6 C 4.97484 -0.51400 0.73238
7 C 3.66600 -0.91466 1.25598
8 C 2.61209 -0.13340 0.44870
9 N 1.28322 -0.39843 0.88805
10 H 0.70179 -0.12571 0.30227
11 C 0.91696 -1.46336 1.62582
12 C 0.94675 -2.79893 0.56036
13 C 0.02360 -2.89197 -0.50653
14 O 0.15793 -1.93524 -1.34360
15 O -1.14725 -3.33251 -0.18845
16 C -2.35589 -3.13634 -0.75687
17 H -1.94920 -3.21236 -1.88195
18 H -2.97948 -4.01035 -0.62852
19 C -2.91046 -1.70190 -0.53419
20 O -4.14542 -1.77475 0.15155
21 N -2.34226 -0.70898 -0.80842
22 H -1.51451 -0.69848 -1.01823
23 C -2.70164 0.74154 -0.23337
24 C -2.33618 0.89789 1.34409
25 C -2.93768 2.24669 1.55170
26 C -2.05875 3.39734 1.61528
27 C -1.45580 3.36423 0.26091
28 H -1.18335 4.76896 0.11539
29 C -2.39429 3.05792 -0.81497
30 C -2.06237 1.58432 -1.20733
31 H -2.51804 1.53318 -2.31252
32 H -1.05281 1.41028 -1.47098
33 H -2.00626 3.72621 -1.78186
34 H -3.39302 3.15459 -0.75332
35 H -0.55566 2.93471 0.25326
36 H -2.78169 4.41348 1.83685
37 H -1.34017 3.43115 2.22149
38 H -3.93277 2.20984 1.62860
39 H -3.09139 1.94899 2.87960
40 H -1.30290 1.05321 1.34034
41 H -2.50781 -0.11662 1.88472
42 H -3.92983 0.72790 -0.09496
43 H 0.75888 -3.84600 1.25890
44 H 1.98890 -3.06972 0.22754
45 H -0.15082 -1.50575 1.91373
46 H 1.79154 -1.90020 2.44770
47 H 3.72653 -1.67936 1.86552
48 H 6.01760 -1.08152 1.13760
49 H 6.21621 0.94454 -0.68755
50 H 4.11497 2.05792 -1.47314
51 H 2.38122 3.35254 -1.54146
52 H 2.29014 2.07953 -2.80245
53 H 0.96221 2.81497 -2.19366

Kohn-Sham gap, hartree: 0.29939
Highest occupied orbital energy, hartree: -0.286
Net charge: 0

B) This record from the OMol25 dataset describes an isolated molecule of C19H28N2O4. The level of theory is ωB97M-V/def2-TZVPD.

Cartesian coordinates (Å):
1 C -4.72526 -3.29647 0.25764
2 C -4.21918 -1.90314 0.03142
3 C -4.91741 -1.00641 -0.76347
4 C -4.43989 0.27540 -0.96159
5 C -3.24649 0.67670 -0.38236
6 C -2.50450 -0.22931 0.38491
7 C -3.01394 -1.50328 0.59449
8 N -1.25310 0.17408 0.88422
9 C -0.26100 -0.81149 1.27671
10 C 0.25845 -1.58919 0.06182
11 C 0.67022 -0.58657 -1.01671
12 O -0.00998 -0.37779 -2.00195
13 N 1.82776 0.03745 -0.75489
14 C 2.30346 1.16996 -1.51331
15 C 3.82539 1.13841 -1.63444
16 C 4.50946 1.21564 -0.26244
17 O 4.33923 0.04778 0.51375
18 C 5.22666 -1.02791 0.22570
19 C 6.44343 -0.97087 1.15116
20 C 4.45190 -2.33023 0.40937
21 C -0.85458 1.46724 0.79195
22 O 0.26653 1.84149 1.08231
23 C -1.94316 2.45362 0.39307
24 C -2.70899 2.87142 1.65594
25 O -2.81641 1.95180 -0.59647
26 H -4.22287 -3.99086 -0.41625
27 H -4.53121 -3.62019 1.27808
28 H -5.79367 -3.35470 0.06746
29 H -5.84632 -1.30624 -1.22440
30 H -4.97615 0.98563 -1.56998
31 H -2.47313 -2.21261 1.20089
32 H -0.68629 -1.48479 2.02478
33 H 0.55397 -0.24667 1.73714
34 H 1.10347 -2.20981 0.36013
35 H -0.53024 -2.21934 -0.35078
36 H 2.32486 -0.12749 0.11003
37 H 1.99302 2.09554 -1.01147
38 H 1.82854 1.12901 -2.49687
39 H 4.12962 0.22251 -2.14529
40 H 4.15155 1.98834 -2.23474
41 H 5.57746 1.43597 -0.39048
42 H 4.05708 2.01941 0.32546
43 H 5.56648 -0.95687 -0.81742
44 H 6.96430 -0.02300 1.03546
45 H 6.12206 -1.06262 2.18542
46 H 7.13226 -1.77808 0.91788
47 H 5.10787 -3.18195 0.25304
48 H 3.63106 -2.38206 -0.30205
49 H 4.04806 -2.37379 1.41773
50 H -1.46195 3.32912 -0.05474
51 H -2.01862 3.29946 2.37740
52 H -3.46441 3.60964 1.39821
53 H -3.20096 2.00725 2.09968

Kohn-Sham gap, hartree: 0.32224
Highest occupied orbital energy, hartree: -0.293
SMILES: Cc1ccc2c(c1)N(CCC(=O)NCCCOC(C)C)C(=O)[C@H](C)O2
Net charge: 0

Least stable structure among those shown: A).